The following is a DFT calculation (the ωB97M-V functional and the def2-TZVPD basis) of a single C2H4FNO molecule.

ORCA input file:
```
! wB97M-V def2-TZVPD RIJCOSX def2/J DEFGRID3
* xyz 0 1
F 1.181 -1.222 -0.095
O -2.262 -0.338 -0.045
N -0.883 -0.589 0.258
C -0.157 0.544 0.013
C 1.274 0.131 0.123
H 1.675 0.689 -0.762
H 2.036 0.484 0.861
H -0.447 1.628 -0.327
H -2.417 -1.326 -0.027
*
```

Summary:
E_HOMO (eV): -9.57
Energy relative to the best compared isomer or geometry (same formula, charge and spin) (kJ/mol): 397.9

Atom charges from the Löwdin analysis, given in e for atoms 1 to 8:
1. F -0.061
2. O -0.105
3. N -0.006
4. C -0.088
5. C -0.243
6. H 0.111
7. H 0.128
8. H 0.156

***

The following is a DFT calculation (the ωB97M-V functional and the def2-TZVPD basis) of 2 unconnected molecules or ions with the total composition C4H10NO.

ORCA input file:
```
! wB97M-V def2-TZVPD RIJCOSX def2/J DEFGRID3
* xyz 1 1
O -2.182 -0.443 0.482
N 0.470 0.565 -0.057
C 0.459 1.991 -0.033
C -3.364 -0.321 0.234
C 1.568 -1.638 -0.648
C 1.401 -0.175 -0.405
H -4.078 -1.155 0.299
H 2.216 -1.949 -1.460
H -0.532 2.340 0.363
H 2.120 -2.117 0.302
H 1.377 2.302 0.429
H -0.442 0.255 0.279
H 0.310 2.329 -0.984
H 0.582 -2.107 -0.683
H 2.362 0.488 -0.697
H -3.663 0.672 -0.196
*
```

Summary:
E_HOMO (eV): -14.37
Energy relative to the best compared isomer or geometry (same formula, charge and spin) (kJ/mol): 194.1

Atom charges from the Löwdin analysis, given in e for atoms 1 to 8:
1. O -0.049
2. N 0.020
3. C 0.001
4. C -0.055
5. C -0.012
6. C -0.084
7. H 0.101
8. H 0.090

***

The following is a DFT calculation (the ωB97M-V functional and the def2-TZVPD basis) of 9 unconnected molecules or ions with the total composition C16H46BF4NO8.

ORCA input file:
```
! wB97M-V def2-TZVPD RIJCOSX def2/J DEFGRID3
* xyz -2 1
F -10.791 -18.370 14.164
F -10.053 -20.518 14.243
F -8.594 -18.765 14.601
F -9.370 -19.265 12.491
O -5.774 -15.856 11.357
O -12.664 -21.810 14.550
O -6.867 -16.418 14.371
O -6.734 -18.666 12.274
O -11.234 -19.285 10.486
O -6.424 -20.996 15.051
O -13.093 -17.025 14.904
O -7.706 -16.887 17.281
N -6.567 -14.844 10.815
C -8.531 -16.302 10.561
C -7.569 -15.345 9.835
C -6.907 -16.156 8.669
C -6.802 -12.565 9.981
C -7.869 -15.514 13.947
C -4.971 -13.105 11.531
C -9.109 -16.896 17.067
C -4.841 -13.946 9.180
C -13.103 -16.078 13.846
C -8.470 -14.280 9.198
C -13.380 -21.043 15.488
C -7.796 -12.945 8.898
C -6.460 -22.364 14.683
C -12.176 -20.314 10.836
C -5.821 -13.659 10.385
C -6.561 -19.284 11.042
B -9.679 -19.204 13.873
H -13.254 -19.970 15.280
H -7.721 -16.587 8.078
H -4.122 -13.751 11.772
H -10.712 -19.183 11.303
H -8.922 -15.776 11.431
H -6.229 -15.602 8.013
H -13.034 -21.225 16.509
H -4.546 -14.993 9.250
H -7.449 -17.635 17.820
H -7.083 -16.553 15.299
H -7.624 -14.815 13.148
H -7.262 -20.530 15.133
H -8.841 -16.011 13.815
H -5.246 -13.662 8.210
H -7.112 -22.962 15.320
H -5.563 -13.157 12.451
H -12.455 -20.168 11.878
H -6.746 -18.697 10.132
H -8.033 -14.845 14.819
H -12.925 -15.082 14.274
H -12.338 -17.607 14.732
H -6.136 -11.768 9.629
H -14.458 -21.140 15.341
H -7.425 -12.286 10.836
H -11.730 -21.293 10.644
H -8.532 -12.131 8.884
H -13.038 -20.221 10.175
H -11.854 -21.335 14.324
H -9.260 -14.053 9.920
H -12.343 -16.321 13.107
H -3.933 -13.368 9.384
H -9.544 -17.036 18.069
H -14.103 -15.962 13.414
H -9.386 -16.414 9.880
H -6.211 -16.924 9.013
H -7.322 -12.861 7.913
H -8.858 -14.723 8.281
H -8.132 -17.285 10.769
H -9.449 -15.918 16.730
H -4.579 -12.095 11.387
H -9.501 -17.661 16.398
H -7.624 -18.896 12.574
H -7.167 -20.204 11.015
H -6.813 -22.315 13.645
H -5.462 -22.790 14.590
H -5.532 -19.633 10.864
*
```

Summary:
E_HOMO (eV): 0.84
Energy relative to the best compared isomer or geometry (same formula, charge and spin) (kJ/mol): 0.0

Atom charges from the Löwdin analysis, given in e for atoms 1 to 8:
1. F 0.096
2. F 0.099
3. F 0.160
4. F 0.106
5. O -0.254
6. O -0.129
7. O -0.112
8. O -0.106

***

The following is a DFT calculation (the ωB97M-V functional and the def2-TZVPD basis) of a molecular structure, C8H3NO4RuS3.

ORCA input file:
```
! wB97M-V def2-TZVPD RIJCOSX def2/J DEFGRID3
* xyz -1 6
Ru -0.193 1.010 -2.042
S 1.829 -0.568 -2.427
S 4.501 0.464 -1.609
S 2.002 2.073 -1.387
O -0.825 2.653 -0.677
O -1.097 -0.960 -2.451
O -0.949 3.175 1.519
O -1.441 -2.982 -1.506
N -0.880 0.147 -0.151
C -0.588 -1.828 1.069
C 2.882 0.648 -1.812
C -0.419 0.342 2.134
C -0.691 0.917 0.909
C -1.156 -1.798 -1.461
C -0.350 -1.047 2.196
C -0.853 -1.177 -0.117
C -0.833 2.391 0.592
H -0.109 -1.527 3.136
H -0.265 0.976 2.996
H -0.567 -2.909 1.090
*
```

Summary:
E_HOMO (spin up / spin down) (eV): -4.24 / -5.09
Energy relative to the best compared isomer or geometry (same formula, charge and spin) (kJ/mol): 109.0

Atom charges from the Löwdin analysis, given in e for atoms 1 to 8:
1. Ru 1.193
2. S 0.469
3. S 0.443
4. S 0.449
5. O -0.231
6. O -0.239
7. O 0.049
8. O 0.052

***

The following is a DFT calculation (the ωB97M-V functional and the def2-TZVPD basis) of a molecular structure, C15H45N12NaO9.

ORCA input file:
```
! wB97M-V def2-TZVPD RIJCOSX def2/J DEFGRID3
* xyz 0 1
Na 0.154 -0.064 -3.423
O 2.749 -0.074 0.380
O -1.811 -3.864 -1.155
O 6.513 1.730 -2.636
O 5.719 0.672 4.203
O 3.615 5.112 0.035
O -5.889 0.765 3.154
O -2.050 1.914 -2.886
O 1.726 -0.214 -1.595
O 4.582 -4.273 -2.607
N 5.089 -0.261 2.137
N 4.262 1.475 -2.516
N 2.295 3.311 -0.293
N -3.284 -0.472 3.728
N -2.893 -4.610 0.698
N 3.771 -2.139 -2.923
N 5.584 0.220 -1.203
N 4.195 3.027 0.870
N 3.346 -3.288 -1.012
N 3.550 0.467 3.573
N -1.335 -2.976 0.907
N -1.598 -0.920 -2.123
C 1.704 -0.096 -0.336
C 5.532 1.213 -2.113
C 3.396 3.926 0.270
C 0.424 0.347 0.351
C -2.931 -0.266 -2.188
C -2.279 1.139 2.137
C -4.786 0.737 2.243
C 3.976 -3.282 -2.209
C -3.502 0.789 3.050
C -3.727 -0.925 -1.070
C -2.771 1.257 -1.860
C -2.751 2.141 -4.078
C 4.889 0.358 3.358
C -7.142 0.539 2.508
C -2.009 -3.797 0.064
H -2.242 1.297 -0.909
H -4.901 0.012 1.435
H 4.227 -2.114 -3.816
H 3.139 -1.483 -2.494
H 2.082 2.349 -0.150
H 5.126 3.211 1.206
H 4.759 -0.110 -0.729
H -3.419 -1.257 3.102
H 6.472 -0.101 -0.864
H 0.541 1.381 0.669
H 2.922 -2.453 -0.651
H -3.169 -0.884 -0.137
H -2.242 0.436 1.297
H 2.990 0.184 2.788
H 3.490 -4.098 -0.437
H 4.057 2.295 -3.054
H -1.391 -0.787 -1.142
H -0.405 0.351 -0.346
H 6.016 -0.434 1.790
H -2.975 -5.482 0.194
H -2.157 2.245 -4.985
H -1.764 -1.926 -2.174
H -1.355 1.114 2.707
H -2.376 -0.613 4.151
H 4.389 -0.234 1.412
H -4.831 1.722 1.759
H -4.661 -0.355 -1.000
H -0.774 -2.232 0.537
H -3.511 1.604 3.773
H -3.062 -4.620 1.687
H 3.306 0.836 4.475
H -2.477 2.037 1.544
H 4.018 2.058 0.672
H -7.418 1.427 1.933
H -1.395 -3.254 1.868
H 1.945 4.033 -0.909
H -3.542 1.404 -4.245
H -3.983 -1.949 -1.336
H -7.962 0.316 3.187
H -7.067 -0.305 1.816
H 3.550 0.796 -2.288
H -3.297 3.089 -3.996
H -3.775 1.679 -1.777
H -3.418 -0.430 -3.149
H 0.231 -0.372 1.147
*
```

Summary:
E_HOMO (eV): -9.24

Atom charges from the Löwdin analysis, given in e for atoms 1 to 8:
1. Na 0.654
2. O -0.066
3. O 0.009
4. O 0.018
5. O 0.018
6. O 0.017
7. O -0.181
8. O -0.187